[1]
126
Properties=species:S:1:pos:R:3:forces:R:3 method="wB97M-V/def2-TZVPD" homo_energy_ev=-1.2 charge=-2 e_above_lowest_kcal_mol=34.3
Ir 1.358840 -3.219242 -0.209591 0.0 1.9 0.8
O 3.894240 -4.640442 2.628309 -0.5 -0.4 -0.2
S 3.133640 -3.956042 1.625309 4.6 1.4 2.7
O 3.769440 -2.461242 1.654509 0.1 -3.2 0.9
O 1.727040 -3.775242 1.952709 -2.1 0.0 -1.6
O 3.351440 -4.392142 0.256309 -1.3 -0.2 -1.6
C 4.051140 -1.238842 5.322609 0.0 0.0 0.0
C 3.969040 -0.225742 4.221209 0.2 0.1 0.0
C 3.057240 0.817758 4.255109 0.0 -0.1 0.0
C 2.987840 1.753158 3.233609 0.1 0.0 0.0
C 2.046340 2.916758 3.327609 0.0 0.0 -0.1
C 3.839240 1.617958 2.135609 0.1 -0.1 0.3
C 4.796040 0.600158 2.107609 0.0 0.0 0.2
C 5.802240 0.469258 0.999509 0.0 0.0 0.0
C 4.846040 -0.308042 3.151709 -0.1 0.2 0.1
C 3.816940 2.601758 1.031409 0.1 0.3 -0.1
C 4.786640 3.596758 1.038909 -0.1 0.0 0.1
C 4.899740 4.472558 -0.024191 0.1 0.1 0.0
C 4.050140 4.333558 -1.104891 0.0 0.0 -0.1
C 3.066040 3.345858 -1.117491 0.2 0.2 0.2
C 2.917440 2.487558 -0.029191 -0.8 -0.7 -0.2
Ge 1.786240 0.700858 -0.063391 0.3 0.4 -0.8
S 3.119240 -1.457742 0.449909 -2.6 0.8 -1.0
S -0.026060 1.084358 1.331109 -0.4 -0.5 -0.3
Ge -1.119860 -0.179042 -0.229591 0.5 1.5 -0.1
S -1.009060 -2.324942 0.259309 1.9 -0.7 -0.7
S 0.208040 0.582058 -1.899691 -0.8 -0.4 0.2
C -3.105460 0.349758 -0.371391 0.9 -0.6 0.1
C -3.783460 0.077358 -1.561091 -0.1 0.1 0.0
C -5.127260 0.404258 -1.704091 0.0 0.0 -0.1
C -5.815760 0.996458 -0.664091 -0.1 0.0 0.0
C -5.159660 1.243858 0.524009 0.0 0.1 0.0
C -3.812560 0.922758 0.683709 -0.1 0.1 0.0
C -3.225460 1.220058 2.011909 0.0 0.1 0.3
C -2.876760 2.528658 2.339209 -0.1 0.0 0.0
C -2.969460 3.639258 1.333009 0.0 0.0 0.0
C -2.443160 2.818358 3.624909 0.0 -0.1 0.1
C -2.363560 1.836358 4.595309 0.0 0.0 0.0
C -1.894960 2.150958 5.986409 0.0 0.0 -0.1
C -2.721160 0.539958 4.255409 0.0 0.0 0.0
C -3.149360 0.213258 2.979509 0.0 0.1 0.1
C -3.523460 -1.197342 2.647709 0.0 -0.1 -0.1
C -3.087560 -0.581342 -2.687691 0.0 -0.1 -0.4
C -2.493860 0.174958 -3.693791 -0.2 0.0 0.0
C -2.553160 1.673758 -3.693891 0.0 0.0 0.0
C -1.833760 -0.477042 -4.726291 0.0 -0.1 0.0
C -1.737260 -1.855442 -4.762291 -0.1 0.1 -0.1
C -0.968860 -2.558442 -5.839591 0.0 0.0 0.0
C -2.377260 -2.594542 -3.776291 0.0 0.1 0.1
C -3.076260 -1.978942 -2.754191 0.0 -0.1 0.0
C -3.858860 -2.788442 -1.764191 0.0 0.0 0.1
C 2.232840 3.240258 -2.338191 0.0 0.0 -0.3
C 2.543740 2.305758 -3.325091 0.1 0.2 0.0
C 3.608540 1.274558 -3.112491 0.0 -0.1 0.0
C 1.826940 2.318158 -4.513691 -0.1 0.1 0.0
C 0.805840 3.224458 -4.736591 0.0 0.0 0.0
C 0.067140 3.259458 -6.043691 0.1 0.0 0.1
C 0.483440 4.121958 -3.727691 0.0 -0.1 0.0
C 1.181340 4.138558 -2.532791 0.0 0.0 0.0
C 0.807340 5.087058 -1.431691 0.0 0.0 0.0
H 3.322740 -1.029742 6.103709 0.0 0.0 0.1
H 5.048940 -1.234342 5.765409 0.0 -0.1 0.1
H 3.868040 -2.235442 4.921209 0.0 -0.1 0.0
H 2.383940 0.907558 5.097109 -0.1 0.0 0.1
H 1.649140 3.007458 4.336809 0.0 0.0 0.1
H 1.208040 2.776258 2.644909 0.0 0.2 0.0
H 2.553740 3.842658 3.056309 0.0 0.1 0.0
H 5.561140 1.111958 0.157109 0.1 0.0 -0.1
H 5.828440 -0.560742 0.652609 0.1 -0.1 -0.1
H 6.797940 0.731558 1.367109 0.0 0.0 -0.1
H 5.563740 -1.114642 3.114709 0.1 -0.1 0.0
H 5.466940 3.652358 1.878509 0.1 0.0 0.1
H 5.664140 5.238858 -0.017791 0.0 0.1 0.0
H 4.158440 4.982558 -1.966091 0.0 0.1 -0.1
H -5.624660 0.192958 -2.641591 0.0 0.0 -0.1
H -6.859160 1.257158 -0.776491 -0.1 0.0 0.0
H -5.688060 1.695058 1.352609 0.0 0.0 0.1
H -3.064160 3.244458 0.325109 0.0 0.1 -0.1
H -2.076960 4.260358 1.380909 0.1 0.1 0.0
H -3.836760 4.270058 1.544109 0.0 0.0 -0.1
H -2.161160 3.833758 3.868309 0.1 0.1 0.0
H -1.853160 3.225658 6.152709 0.0 0.1 0.0
H -0.896860 1.743158 6.143309 0.1 0.0 0.1
H -2.559460 1.708058 6.728309 0.0 0.0 0.1
H -2.662160 -0.236042 5.005809 0.0 -0.1 0.1
H -3.660060 -1.785642 3.552209 0.0 -0.1 0.1
H -2.729560 -1.658642 2.057009 0.0 -0.1 0.0
H -4.435860 -1.239642 2.054509 -0.1 0.0 0.0
H -3.234060 2.042858 -2.930891 0.0 0.1 0.0
H -2.880960 2.035358 -4.669291 -0.1 0.1 -0.1
H -1.559760 2.071358 -3.491391 0.1 0.1 0.1
H -1.366660 0.114558 -5.500991 0.1 0.1 -0.1
H -0.588060 -1.852942 -6.574891 0.0 0.0 -0.1
H -1.594860 -3.291442 -6.349291 0.0 -0.1 -0.1
H -0.128860 -3.083942 -5.390391 0.1 -0.1 -0.1
H -2.313260 -3.671842 -3.798191 0.0 -0.2 0.0
H -3.747360 -3.851542 -1.963891 0.0 -0.1 0.0
H -4.918860 -2.528242 -1.817691 0.0 0.0 0.0
H -3.514760 -2.594342 -0.749191 -0.1 -0.1 0.1
H 4.414240 1.653958 -2.486591 0.1 0.0 0.0
H 4.015440 0.934558 -4.063191 0.1 0.0 -0.1
H 3.174240 0.408158 -2.605591 0.1 -0.1 0.1
H 2.066240 1.588458 -5.274091 0.0 -0.1 -0.1
H 0.284640 2.375958 -6.638291 0.0 -0.1 -0.1
H 0.357240 4.138458 -6.623291 0.0 0.0 -0.1
H -1.006260 3.309758 -5.874891 -0.1 0.0 0.0
H -0.333060 4.815458 -3.878891 -0.1 0.1 0.0
H -0.072660 5.669558 -1.696991 -0.1 0.0 0.0
H 1.626640 5.772358 -1.211891 0.0 0.0 0.1
H 0.595340 4.520258 -0.525791 0.0 0.0 0.1
Br -4.733460 -7.269042 3.058009 0.1 0.0 0.0
C -3.053860 -6.980942 2.182409 -0.3 -0.1 0.1
C -2.430560 -8.055642 1.579209 -0.1 0.0 0.1
C -1.229160 -7.839942 0.930409 0.1 0.1 0.0
C -0.677160 -6.566442 0.863509 0.3 0.0 -0.2
C -1.323660 -5.508842 1.488709 0.1 -0.1 0.0
C -2.513560 -5.712042 2.166209 0.0 0.1 0.1
C 0.604540 -6.349542 0.041109 -0.7 -1.4 1.2
O 1.422140 -7.260842 0.032609 0.1 0.2 -0.2
O 0.595440 -5.279642 -0.623891 0.4 2.4 -0.9
H -2.864360 -9.043342 1.626609 -0.1 0.0 0.0
H -0.710060 -8.666442 0.467809 0.1 0.0 -0.1
H -0.898560 -4.518942 1.457509 0.1 0.0 0.0
H -3.006060 -4.890642 2.668309 0.0 0.0 0.0
O 0.750440 -3.354342 -3.083391 1.3 3.0 1.9
C 1.101940 -2.797542 -2.122591 -1.3 -4.3 -0.4

[2]
119
Properties=species:S:1:pos:R:3:forces:R:3 method="wB97M-V/def2-TZVPD" homo_energy_ev=0.6 charge=-2
C 2.774501 -4.543148 -1.226887 -3.4 -5.3 -6.0
N 2.618404 -6.020154 -1.208007 -0.1 4.9 -1.8
O 3.509049 -6.679707 -1.787531 0.6 -1.1 0.2
O 1.652119 -6.529640 -0.594470 -0.2 -0.5 0.5
H 1.799548 -4.062307 -1.103823 0.5 0.0 0.3
H 3.297354 -4.254511 -2.146300 0.0 -0.1 0.3
C 1.065505 6.761288 1.735824 0.2 -0.2 -0.3
N 1.610047 5.997683 0.633833 -0.7 2.3 -0.2
C 2.186300 6.819757 -0.411965 -0.2 -0.4 0.4
C 1.805158 4.646273 0.673120 0.4 -2.1 0.2
C 2.544589 4.002070 -0.353363 -0.3 0.3 0.5
C 2.638344 2.620067 -0.416684 -0.2 0.0 0.3
C 1.979387 1.790762 0.524437 0.3 -1.2 -0.1
C 1.965924 0.301270 0.428662 0.5 0.6 0.6
C 2.928700 -0.455116 -0.352332 -0.1 -0.9 0.2
C 3.337641 -1.782080 -0.205285 0.2 2.7 -0.8
C 3.080586 -2.581379 0.950775 -0.6 -0.3 1.5
C 2.816622 -2.064353 2.247196 -0.1 -0.2 -1.3
C 2.436223 -2.896673 3.283548 0.0 -0.9 0.5
C 2.337592 -4.298739 3.077452 -0.1 1.4 -1.7
N 1.985960 -5.131152 4.087010 -0.6 -1.3 1.8
C 1.795121 -6.549948 3.862563 0.0 0.4 -0.1
C 1.837754 -4.646932 5.443983 0.0 -0.1 -0.5
C 2.609180 -4.811314 1.778320 -0.4 -0.4 1.5
C 3.079903 -3.978948 0.802076 2.8 1.3 2.4
Pd -0.069381 0.450914 -0.396646 -0.9 0.0 -0.2
P -0.577528 1.551089 -2.290902 1.0 -1.1 1.8
C -1.450134 0.387326 -3.356680 -0.4 0.3 -0.5
C -2.731092 0.688504 -3.839588 0.1 -0.4 -0.2
C -3.418303 -0.236312 -4.620898 0.1 -0.3 0.1
C -2.844446 -1.479301 -4.906860 0.0 0.1 0.0
C -1.586811 -1.807227 -4.388228 -0.1 0.3 0.0
C -0.898637 -0.885157 -3.596835 -0.2 0.0 -0.2
C -1.549751 3.058689 -2.068842 -0.4 0.7 -0.6
C -2.129325 3.767187 -3.141007 -0.1 0.2 0.6
C -2.853149 4.934913 -2.893395 0.0 0.0 0.1
C -2.946460 5.443633 -1.593278 0.2 -0.2 0.1
C -2.311841 4.781074 -0.537693 -0.2 0.1 -0.2
C -1.651210 3.576182 -0.766605 0.0 0.0 -0.3
C 0.937664 2.091015 -3.133400 -0.1 0.6 -0.7
C 1.221957 3.460827 -3.281673 0.2 -0.3 -0.3
C 2.397968 3.869227 -3.908378 0.1 -0.3 0.1
C 3.333681 2.919119 -4.330962 -0.1 0.2 0.0
C 3.075688 1.556541 -4.153140 -0.3 0.1 0.1
C 1.889248 1.141731 -3.543743 0.1 0.3 -0.3
P -1.672878 -0.676667 0.770091 1.6 0.4 -0.6
C -1.759194 -0.073321 2.474156 -0.7 0.1 0.4
C -2.800286 0.773827 2.892620 0.4 -0.1 0.4
C -2.748582 1.365908 4.157053 0.2 -0.1 0.0
C -1.661131 1.133090 5.006728 0.0 0.0 -0.1
C -0.629722 0.275193 4.602532 -0.4 -0.1 -0.2
C -0.696262 -0.351607 3.355476 -0.1 0.3 0.2
C -3.312676 -0.578909 -0.001735 -0.8 -0.4 0.4
C -4.023603 -1.739907 -0.352088 -0.1 0.3 -0.1
C -5.184413 -1.649834 -1.118601 0.0 0.2 -0.1
C -5.672185 -0.402362 -1.512984 0.1 -0.1 0.0
C -5.001485 0.760583 -1.124469 0.0 -0.2 0.2
C -3.838163 0.673743 -0.361801 -0.1 -0.2 -0.2
C -1.322803 -2.450386 0.933742 -0.4 -0.6 0.3
C -1.465875 -3.156146 2.142776 -0.1 -0.1 -0.5
C -1.291968 -4.540183 2.169223 0.1 0.0 -0.2
C -0.985390 -5.233464 0.998146 -0.1 0.1 0.0
C -0.856588 -4.541662 -0.207614 0.0 0.1 0.0
C -0.987275 -3.153865 -0.236617 -0.1 -0.2 0.3
C 1.341956 2.444054 1.613055 0.1 -0.2 -0.3
C 1.258625 3.822085 1.699378 0.2 0.6 -0.7
H 0.425952 6.154018 2.381115 0.1 0.1 -0.2
H 1.862032 7.212735 2.352735 -0.1 -0.1 0.1
H 0.466436 7.581902 1.316036 0.0 -0.1 0.2
H 1.983947 6.408614 -1.408776 0.0 0.0 0.1
H 1.726599 7.811184 -0.341157 0.1 -0.1 -0.1
H 3.276151 6.928105 -0.293547 0.0 0.1 -0.1
H 3.026959 4.608367 -1.123870 -0.1 -0.3 0.2
H 3.183579 2.154726 -1.235788 -0.1 0.2 0.1
H 1.524689 -0.194652 1.305597 0.7 0.4 -0.3
H 3.360881 0.094416 -1.191789 -0.2 -0.2 -0.1
H 3.888265 -2.225750 -1.039644 0.0 0.2 0.4
H 2.924238 -0.998218 2.431314 0.0 -0.2 0.0
H 2.197707 -2.466896 4.256492 0.2 -0.1 -0.2
H 2.661388 -6.988285 3.352073 -0.1 0.0 0.0
H 1.678747 -7.030597 4.836041 0.0 -0.1 -0.2
H 0.899758 -6.749841 3.255608 0.1 -0.1 0.0
H 0.970058 -3.976383 5.551317 0.1 0.0 0.1
H 1.696187 -5.512510 6.097917 0.0 0.3 0.0
H 2.734111 -4.097258 5.765405 -0.1 0.0 0.0
H 2.422851 -5.859987 1.562170 0.5 0.2 0.1
H 3.554140 -4.379284 -0.256739 0.0 0.8 3.0
H -3.195555 1.640629 -3.598729 0.1 -0.3 -0.1
H -4.410479 0.016365 -4.998773 0.2 -0.1 0.1
H -3.384484 -2.198126 -5.527161 0.2 0.2 0.2
H -1.139358 -2.782236 -4.598642 -0.2 0.3 0.1
H 0.056460 -1.164538 -3.147332 -0.3 0.1 -0.1
H -2.029195 3.401349 -4.164518 0.0 0.1 0.3
H -3.345112 5.455327 -3.716480 0.1 -0.1 0.2
H -3.513957 6.355799 -1.397901 0.2 -0.2 -0.1
H -2.332585 5.190862 0.473541 -0.1 -0.1 -0.3
H -1.213667 3.019750 0.067313 0.1 0.1 -0.3
H 0.523891 4.204046 -2.896246 0.2 -0.2 -0.2
H 2.580530 4.934797 -4.063956 0.1 -0.3 0.1
H 4.267704 3.245578 -4.792771 -0.3 -0.1 0.1
H 3.797316 0.810755 -4.492720 -0.2 0.2 0.2
H 1.706550 0.078594 -3.383194 0.1 0.3 0.0
H -3.651686 0.951999 2.236782 0.2 0.0 0.2
H -3.561370 2.019253 4.480602 0.2 -0.2 -0.1
H -1.612894 1.618540 5.984920 0.0 -0.1 -0.3
H 0.223762 0.087137 5.258430 -0.3 0.0 -0.2
H 0.073895 -1.073210 3.075608 0.0 0.3 -0.1
H -3.664510 -2.715915 -0.030911 0.0 0.2 -0.1
H -5.708568 -2.560049 -1.412256 0.1 0.2 0.1
H -6.574033 -0.335179 -2.124910 0.2 0.0 0.1
H -5.384382 1.739124 -1.420191 0.1 -0.2 0.1
H -3.324793 1.588700 -0.063362 0.0 -0.3 -0.2
H -1.725492 -2.633366 3.062210 0.0 -0.1 -0.3
H -1.419486 -5.083740 3.107187 0.1 0.1 -0.2
H -0.840874 -6.314342 1.014286 0.0 0.3 0.0
H -0.660996 -5.088210 -1.131157 0.2 0.1 0.3
H -0.844048 -2.608061 -1.172879 -0.1 -0.1 0.3
H 0.878858 1.824628 2.381851 0.1 0.1 -0.1
H 0.744133 4.276123 2.546384 0.1 -0.2 -0.2

no.,calculated total energy (eV)
1,-313378.0340
2,-89580.3183